(1)
3 unconnected molecules or ions with the total composition HN2O3S in a non-equilibrium geometry. Source: OMol25; level of theory: the ωB97M-V functional and the def2-TZVPD basis.

Values from the calculation:
frontier orbital gap (alpha / beta)	4.489 / 4.476	eV
multiplicity	1
energy above the lowest of the compared OMol25 structures with the same formula, charge and spin	152.0	kcal per mole
lowest unoccupied orbital energy (alpha / beta)	0.0462 / 0.0463	Eh
net charge	-1

Structure (XYZ):
```
7
HN2O3S (the ωB97M-V functional and the def2-TZVPD basis)
O 0.44 0.86 0.29
N 2.68 0.35 1.55
O -4.02 -0.70 -2.88
H 0.53 1.63 0.80
O 1.28 -1.34 1.06
S -2.77 -0.48 -2.01
N 1.87 -0.32 1.18
```


(2)
A gas-phase ion, C4H8N3 (charge +1) in a non-equilibrium geometry. Source: OMol25; level of theory: the ωB97M-V functional and the def2-TZVPD basis.

Values from the calculation:
frontier orbital gap (alpha / beta)	7.071 / 7.418	eV
multiplicity	1
energy above the lowest of the compared OMol25 structures with the same formula, charge and spin	181.6	kcal per mole
lowest unoccupied orbital energy (alpha / beta)	-0.2689 / -0.2563	Eh
net charge	+1

Structure (XYZ):
```
15
C4H8N3 (the ωB97M-V functional and the def2-TZVPD basis)
H 1.24 0.39 -1.35
N -0.90 0.43 1.10
N -0.14 0.96 0.05
H -2.60 0.91 -0.40
H 2.04 0.74 0.14
C 0.92 -1.12 0.34
H -2.93 -0.62 -1.19
C -1.29 -0.66 0.24
H -0.18 1.92 0.21
C 1.10 0.27 -0.24
C -2.24 -0.08 -0.55
N -0.47 -1.58 -0.02
H 1.11 -1.26 1.43
H 1.52 -1.83 -0.19
H -0.67 0.44 2.06
```


(3)
A molecular structure, H28O18STl in a non-equilibrium geometry. Source: OMol25; level of theory: the ωB97M-V functional and the def2-TZVPD basis.

Values from the calculation:
frontier orbital gap	2.348	eV
multiplicity	1
energy above the lowest of the compared OMol25 structures with the same formula, charge and spin	0.0	kcal per mole
lowest unoccupied orbital energy	-0.3677	Eh
net charge	+1

Structure (XYZ):
```
48
H28O18STl (the ωB97M-V functional and the def2-TZVPD basis)
O 2.19 -2.34 1.18
H -1.89 2.23 3.21
H 3.15 -2.09 1.14
H -1.06 -1.94 -2.58
O -1.64 -3.30 0.03
H -4.06 1.51 -0.03
H 3.57 0.95 -1.13
H 2.83 -1.23 -1.76
O -3.64 1.17 0.75
O 0.91 1.01 0.03
H 2.13 -2.47 2.13
O -1.41 0.43 -0.25
H 0.56 2.40 -0.80
O 1.89 1.39 -3.38
H -1.02 -1.40 2.53
O -1.00 -2.30 2.81
O 2.18 -1.97 -1.89
H -2.81 0.78 0.37
Tl 0.67 -3.14 -0.55
O 3.31 0.36 -0.43
H 2.22 -2.04 -2.86
H 2.79 1.08 -3.47
O 1.72 2.69 1.86
O 0.14 -1.25 -0.14
O -2.19 2.45 -1.46
H 1.48 2.13 1.11
O -1.17 1.75 3.61
H -2.18 -4.14 -0.09
H -0.32 -2.22 3.42
H 1.83 1.77 -2.52
H -0.55 2.90 -1.59
H -2.30 2.26 -2.35
O -0.34 0.11 1.83
O 1.42 0.35 3.69
H -2.78 0.02 -2.85
H 2.38 0.70 -0.27
O 0.37 3.07 -1.44
H -0.56 -3.11 -3.21
H -2.07 -0.22 -1.44
H -1.86 1.68 -0.91
O -2.21 -0.59 -2.34
H 1.29 3.49 1.57
O -0.35 -2.60 -2.42
H 0.84 0.30 2.91
H -2.25 -2.67 0.40
H 0.85 0.87 4.20
H -0.91 1.08 2.94
S -0.13 0.08 0.40
```


(4)
11 unconnected molecules or ions with the total composition C24H76N6O11 in a non-equilibrium geometry. Source: OMol25; level of theory: the ωB97M-V functional and the def2-TZVPD basis.

Values from the calculation:
frontier orbital gap	9.236	eV
multiplicity	1
energy above the lowest of the compared OMol25 structures with the same formula, charge and spin	99.0	kcal per mole
lowest unoccupied orbital energy	0.0047	Eh
net charge	0

Structure (XYZ):
```
117
C24H76N6O11 (the ωB97M-V functional and the def2-TZVPD basis)
H -1.87 -2.47 12.58
H 4.23 -4.50 10.53
H 10.90 -4.85 3.35
H 0.88 3.04 8.34
H 8.39 -6.49 5.99
C 1.55 0.72 5.22
H 9.51 -5.98 17.22
H -0.40 -0.03 4.49
C 7.29 -4.57 5.12
H 9.80 -6.05 2.85
H 0.24 1.42 3.74
H 8.99 -4.15 15.68
H 0.85 -10.11 11.40
H 2.35 1.32 4.78
C 1.57 -9.22 8.15
O 11.41 -5.37 16.36
N 5.96 -4.98 5.40
H -6.09 -0.07 8.68
H -0.20 -4.85 8.89
H 1.59 -0.72 13.76
H 5.41 -4.14 5.28
H -2.89 -1.34 9.61
H 11.97 -3.81 15.15
O 9.67 -5.50 4.84
H 1.61 -8.24 7.67
O -0.87 -5.76 15.15
C -3.16 -1.43 11.72
H -3.41 -6.68 18.27
H 5.19 -8.00 9.08
H 0.88 -0.30 3.37
O 2.35 -0.49 14.29
C 2.98 -10.62 6.74
C -3.61 -0.54 12.89
C 9.86 -5.16 3.46
H 6.47 -1.50 13.00
O 0.18 -4.21 8.29
H -3.53 -5.51 15.55
H -0.03 -7.97 10.83
N -1.80 -1.83 11.80
H -4.66 -0.97 8.12
H 0.12 0.96 6.80
C 1.30 -8.95 9.67
C 0.96 1.52 6.39
H 0.24 -10.81 9.97
C -1.55 -5.66 16.46
N 2.04 -0.62 5.70
H -3.11 0.42 12.96
C 10.55 -5.76 17.43
H 7.14 -2.67 6.27
H -4.02 -4.99 17.78
C 1.70 2.36 8.55
C 11.23 -4.03 15.93
H 11.09 -6.60 17.87
H 4.18 -2.99 10.59
H 1.07 -5.66 14.34
H 0.72 -9.68 7.64
C 8.31 -5.83 5.13
H 2.45 2.98 9.04
C 1.08 -10.21 10.34
H 8.66 -3.17 5.75
H 1.25 -1.17 6.02
H 2.56 -0.37 6.53
C -3.91 -6.04 17.54
C 7.73 -3.58 6.13
H 8.07 -6.52 4.32
H -4.51 0.72 8.61
H -2.88 0.19 10.39
N -3.10 -7.48 15.76
H 1.46 1.50 9.17
C -3.41 -0.77 10.38
H 7.36 -4.02 4.18
C 0.51 0.42 4.09
H 0.88 -6.67 15.80
H 10.60 -4.96 18.16
O 2.82 -9.90 7.97
H -3.43 -1.00 13.86
H -0.68 -8.68 9.52
H 3.85 -11.26 6.61
O 2.10 1.89 7.32
H -1.44 -4.71 16.98
H 2.90 -9.89 5.93
H 0.80 -4.93 15.90
H 0.49 2.44 6.02
H 5.94 -5.12 6.40
O 5.77 -7.55 9.71
H 9.24 -4.32 3.14
H -4.93 -6.39 17.38
H 6.32 -8.25 10.07
H 1.95 -10.86 10.26
H 7.90 -4.08 7.09
C 9.87 -3.90 15.08
O 5.78 -1.15 12.44
H -1.02 -6.41 17.05
H 8.88 -4.72 13.43
C 9.81 -4.92 13.97
C -5.02 -0.22 8.83
H -2.22 -7.63 15.29
H 10.16 -1.90 15.19
H 11.26 -3.28 16.72
C -3.04 -6.13 16.31
C 0.53 -5.78 15.28
H 2.13 -11.29 6.58
H 9.70 -5.91 14.40
N 0.09 -8.11 9.84
H 2.16 -8.49 10.16
H 1.07 -4.07 8.61
H -1.48 -2.45 11.07
N 9.74 -2.57 14.57
H 10.34 -2.43 13.77
O -4.86 -0.56 10.17
O 3.73 -3.75 10.21
H 10.70 -4.91 13.34
H -4.66 -0.31 12.75
H -3.87 -7.50 15.10
H 6.23 -0.59 11.82
H 3.10 -0.68 13.74
H -3.73 -2.35 11.80
```